{"formula": "C4H12O2Sn", "method": "wB97M-V/def2-TZVPD", "symbols": ["Sn", "C", "C", "O", "H", "H", "H", "H", "H", "H", "C", "C", "O", "H", "H", "H", "H", "H", "H"], "coordinates": [[20.134910, -22.324790, -19.959660], [20.847080, -25.205080, -22.881530], [20.582150, -24.913080, -21.391990], [21.253850, -23.724300, -20.955550], [21.917100, -25.117190, -23.069810], [20.307690, -24.494440, -23.507740], [20.477460, -26.200060, -23.129510], [20.949110, -25.699640, -20.732620], [19.521660, -24.737820, -21.211020], [22.157410, -24.006690, -20.796100], [23.207990, -21.243880, -20.487510], [23.232710, -21.845120, -19.087610], [22.041650, -22.536060, -18.806870], [24.161020, -20.726700, -20.598630], [22.379850, -20.557430, -20.663760], [23.071990, -21.992350, -21.268160], [23.481150, -21.121240, -18.311470], [24.094910, -22.511340, -19.117180], [21.629470, -22.114810, -18.049080]], "atomic_forces_ev_per_a": [[-0.105, 0.474, -0.059], [-0.307, 0.491, 0.878], [-0.855, -1.903, -1.556], [0.602, 0.268, -0.399], [-0.002, -0.247, -0.174], [0.104, 0.043, -0.017], [0.201, -0.022, 0.074], [-0.291, -0.163, -0.096], [-0.223, -0.202, 0.060], [0.732, 0.487, 0.225], [-0.339, -0.141, 0.434], [2.819, 1.283, -1.522], [-2.386, -0.358, 0.635], [-0.191, 0.130, -0.471], [-0.086, 0.682, 0.282], [0.581, -0.200, -0.007], [-0.452, 0.091, -0.031], [-0.354, -0.601, 0.472], [0.553, -0.114, 1.269]], "nbo_charge": [1.745, -0.642, -0.089, -0.866, 0.234, 0.237, 0.276, 0.224, 0.186, 0.558, -0.653, -0.112, -0.793, 0.297, 0.198, 0.208, 0.239, 0.232, 0.521], "e_above_lowest_kcal_mol": 0.0, "energy_ha": -523.6749, "homo_lumo_gap_ev": 9.39, "total_charge": 2}

***

{"formula": "CdH12O6", "method": "wB97M-V/def2-TZVPD", "symbols": ["Cd", "O", "H", "H", "O", "H", "H", "O", "H", "H", "O", "H", "H", "O", "H", "H", "O", "H", "H"], "coordinates": [[-0.117536, 0.015071, -0.035956], [1.489429, 0.052593, -1.712601], [1.862703, -0.741209, -2.109257], [2.221182, 0.678580, -1.725493], [-1.527394, 0.781376, -1.508389], [-1.455059, 1.645233, -1.927195], [-2.323553, 0.382117, -1.874343], [-1.777003, -0.584778, 1.471356], [-2.599043, -0.084090, 1.438368], [-1.861550, -1.139354, 2.253770], [1.629455, -0.263067, 1.282414], [2.376013, -0.846617, 1.452403], [1.684748, 0.412049, 1.967914], [0.125739, 2.151283, 0.559810], [-0.397206, 2.701655, 1.152882], [0.961770, 2.620568, 0.466567], [-0.183662, -2.211706, -0.361110], [-0.267509, -2.876529, 0.329851], [0.158472, -2.693173, -1.120997]], "atomic_forces_ev_per_a": [[-0.083, -0.644, -0.100], [0.158, 0.026, -0.063], [-0.033, -0.160, -0.170], [0.080, 0.204, -0.046], [-0.563, 0.187, -0.336], [0.111, 0.194, -0.065], [-0.124, -0.204, -0.063], [-0.145, 0.281, -0.035], [-0.205, 0.042, -0.010], [0.163, -0.146, 0.158], [0.423, 0.294, 0.692], [0.076, -0.312, -0.163], [0.056, 0.046, 0.208], [0.234, 0.510, 0.221], [-0.276, 0.057, 0.092], [0.160, 0.139, -0.106], [0.146, -0.368, -0.190], [-0.144, -0.067, 0.200], [-0.034, -0.080, -0.222]], "nbo_charge": [1.796, -1.002, 0.516, 0.516, -1.020, 0.530, 0.531, -1.014, 0.517, 0.527, -1.015, 0.533, 0.515, -1.019, 0.531, 0.522, -1.009, 0.524, 0.519], "e_above_lowest_kcal_mol": 3.2, "energy_ha": -625.8294, "homo_lumo_gap_ev": 12.90, "total_charge": 2}

***

{"formula": "C4H5NO", "method": "wB97M-V/def2-TZVPD", "symbols": ["C", "C", "C", "O", "C", "N", "H", "H", "H", "H", "H"], "coordinates": [[-1.543458, -0.212539, -0.249486], [-0.093547, -0.164230, -0.189790], [0.431073, 0.631759, 0.763466], [1.810497, 0.583931, 0.560631], [1.973093, -0.363428, -0.416271], [0.881645, -0.872536, -0.879246], [-1.753709, 0.560377, 1.028748], [-1.929307, -1.208122, -0.558130], [-2.091811, 0.592983, -0.703010], [-0.674107, 1.084549, 1.342959], [2.989628, -0.632740, -0.699871]], "atomic_forces_ev_per_a": [[-1.032, 0.915, 1.939], [-0.213, 0.170, 0.511], [-1.469, -0.226, -0.384], [-0.349, 0.177, 0.541], [-0.192, 0.204, 0.302], [0.049, 0.675, -0.044], [-0.642, -2.863, -2.654], [-0.319, 0.662, 1.086], [0.240, 0.070, -1.131], [4.249, -0.026, -0.419], [-0.321, 0.242, 0.254]], "nbo_charge": [-0.460, -0.038, 0.066, -0.425, 0.332, -0.449, 0.111, 0.234, 0.218, 0.211, 0.198], "e_above_lowest_kcal_mol": 103.6, "energy_ha": -285.2495, "homo_lumo_gap_ev": 9.40, "total_charge": 0}

***

{"formula": "C2H10N2", "method": "wB97M-V/def2-TZVPD", "symbols": ["C", "C", "N", "H", "H", "H", "H", "H", "H", "H", "N", "H", "H", "H"], "coordinates": [[-0.368306, 2.136502, 0.750040], [-1.818494, 1.800349, 0.999570], [-2.210961, 2.034890, 2.386061], [-0.107176, 3.178442, 0.982733], [-0.008479, 1.983514, -0.265913], [0.256938, 1.583024, 1.471825], [-1.982056, 0.755365, 0.726978], [-2.471288, 2.299610, 0.282332], [-1.561464, 2.670226, 2.836606], [-3.186855, 2.263740, 2.433532], [3.322287, -5.435531, -3.157780], [2.768851, -5.055554, -3.909282], [3.090066, -5.085252, -2.241636], [4.276935, -5.129326, -3.295070]], "atomic_forces_ev_per_a": [[0.860, 0.458, 0.871], [-0.254, -0.333, -0.596], [0.691, -0.571, -0.503], [-0.471, 0.062, -0.086], [-0.206, -0.365, 0.013], [-0.124, -0.182, -0.482], [0.162, -0.286, 0.283], [0.016, 0.583, 0.003], [-0.706, 0.171, 0.023], [0.033, 0.464, 0.474], [0.822, -0.364, 0.088], [-0.275, 0.275, 0.273], [-0.624, 0.196, -0.101], [0.077, -0.107, -0.260]], "nbo_charge": [-0.622, -0.215, -0.851, 0.197, 0.219, 0.206, 0.172, 0.164, 0.362, 0.367, -1.074, 0.362, 0.359, 0.353], "e_above_lowest_kcal_mol": 6.2, "energy_ha": -191.6874, "homo_lumo_gap_ev": 10.25, "smiles": "CCN.N", "total_charge": 0}

***

{"formula": "C29H34CsN3O8", "method": "wB97M-V/def2-TZVPD", "symbols": ["Cs", "O", "C", "O", "C", "C", "C", "C", "C", "O", "C", "C", "O", "O", "H", "H", "H", "H", "H", "H", "H", "H", "C", "N", "C", "C", "C", "N", "C", "C", "O", "H", "H", "H", "H", "H", "H", "H", "H", "H", "H", "H", "H", "C", "C", "C", "C", "C", "C", "N", "C", "C", "C", "C", "C", "C", "C", "O", "O", "C", "C", "H", "H", "H", "H", "H", "H", "H", "H", "H", "H", "H", "H", "H", "H"], "coordinates": [[-0.500370, 0.499918, 0.096299], [-2.247468, -0.803882, 4.663549], [-1.598465, -0.246063, 3.752907], [-1.622467, -0.532745, 2.529325], [-0.775809, 0.993740, 4.198136], [-1.414886, 2.279663, 3.632726], [-1.009641, 3.489405, 4.492841], [0.465599, 3.683866, 4.054471], [0.618674, 2.551941, 3.023655], [-0.687636, 2.535847, 2.420882], [0.703195, 1.201552, 3.738634], [1.404338, 0.070726, 2.943203], [1.470938, -1.024837, 3.527405], [1.920759, 0.378888, 1.833913], [-0.837154, 1.003836, 5.285846], [-2.476631, 2.197259, 3.409916], [-1.122457, 3.290416, 5.559129], [-1.614970, 4.360904, 4.236440], [1.175042, 3.586473, 4.877742], [0.614822, 4.658013, 3.584916], [1.377453, 2.692009, 2.258659], [1.324245, 1.298530, 4.634451], [-2.573774, -3.973826, 3.372493], [-1.257706, -4.367495, 2.892480], [-0.191159, -3.364207, 2.979895], [1.166934, -4.008809, 2.841762], [1.156946, -4.901962, 1.622372], [0.102756, -5.895493, 1.744659], [0.145286, -6.968067, 0.783829], [-1.146930, -5.556450, 2.264112], [-2.097792, -6.340036, 2.162767], [-2.893892, -4.615852, 4.198236], [-3.315883, -4.062246, 2.577901], [-2.519665, -2.939192, 3.709757], [-0.277623, -2.838281, 3.928107], [-0.331952, -2.593152, 2.217451], [1.396505, -4.615451, 3.723800], [1.898521, -3.205702, 2.763874], [2.104568, -5.438335, 1.510169], [1.020070, -4.296478, 0.712992], [1.092825, -7.507199, 0.876501], [0.068162, -6.597782, -0.249171], [-0.681642, -7.646152, 0.970835], [2.600200, -0.328275, -2.363747], [2.250953, 1.136013, -2.372785], [2.440329, 1.889921, -1.221561], [2.054220, 3.224124, -1.192226], [1.430092, 3.783715, -2.287540], [1.216382, 3.028798, -3.438571], [0.546057, 3.625597, -4.527277], [-0.596021, 3.072629, -5.159996], [-0.886681, 3.555564, -6.438904], [-1.964749, 3.076322, -7.162689], [-2.745985, 2.057933, -6.632071], [-2.446545, 1.565942, -5.371471], [-1.407123, 2.080551, -4.600233], [-1.300856, 1.570100, -3.155590], [-1.414711, 2.442977, -2.272791], [-1.161659, 0.333559, -3.020961], [1.685929, 1.715453, -3.517786], [1.552519, 0.911665, -4.782320], [2.905618, -0.639590, -1.364871], [3.410990, -0.561820, -3.060009], [1.734316, -0.924342, -2.664668], [2.832078, 1.419179, -0.325824], [2.183105, 3.802893, -0.285544], [1.029660, 4.790328, -2.237899], [0.486382, 4.627677, -4.441141], [-0.230557, 4.306482, -6.866649], [-2.174562, 3.477051, -8.147912], [-3.578216, 1.651940, -7.194881], [-3.037388, 0.767892, -4.937942], [1.465747, 1.562396, -5.652042], [0.664684, 0.274562, -4.741320], [2.424129, 0.269473, -4.920641]], "atomic_forces_ev_per_a": [[-0.121, 0.015, -0.201], [0.049, -0.036, 0.009], [0.021, -0.033, 0.024], [0.103, 0.180, -0.015], [-0.037, 0.015, -0.006], [-0.006, 0.014, -0.012], [-0.001, 0.006, -0.004], [-0.008, -0.004, 0.001], [0.001, 0.042, 0.010], [0.012, -0.097, 0.047], [0.012, -0.013, 0.048], [0.122, -0.066, 0.092], [0.019, 0.030, 0.013], [-0.115, 0.033, -0.111], [-0.007, 0.002, 0.001], [-0.002, 0.002, 0.001], [-0.003, -0.005, -0.003], [-0.001, 0.003, 0.005], [0.000, 0.002, 0.000], [-0.005, 0.000, -0.002], [-0.001, -0.007, 0.002], [0.005, 0.010, -0.004], [0.008, -0.039, 0.023], [0.003, 0.003, 0.032], [-0.031, 0.031, -0.036], [-0.026, 0.009, -0.002], [-0.003, -0.001, -0.024], [0.022, 0.012, 0.016], [0.005, -0.005, -0.014], [-0.025, -0.013, -0.019], [0.020, 0.003, 0.001], [0.008, 0.006, -0.012], [0.003, 0.017, -0.008], [-0.035, 0.026, -0.001], [-0.013, -0.028, 0.015], [-0.005, -0.055, 0.032], [-0.008, 0.007, 0.009], [0.020, -0.025, -0.008], [0.003, 0.002, 0.011], [0.004, 0.000, -0.001], [0.000, 0.001, 0.002], [-0.007, -0.002, 0.004], [0.000, -0.002, 0.002], [0.005, -0.003, 0.000], [0.015, -0.008, 0.013], [0.007, -0.004, 0.035], [0.012, -0.001, 0.024], [-0.007, -0.005, 0.002], [-0.006, -0.010, -0.008], [0.008, 0.008, 0.003], [0.000, -0.007, -0.007], [-0.003, -0.002, -0.001], [0.002, -0.002, 0.001], [0.002, 0.004, -0.002], [-0.004, -0.004, -0.001], [0.009, 0.014, 0.002], [0.013, -0.013, -0.006], [-0.023, 0.006, -0.016], [-0.019, -0.025, -0.001], [-0.008, 0.004, 0.013], [0.001, 0.005, 0.002], [0.002, 0.000, 0.003], [0.004, 0.001, 0.005], [0.002, 0.001, -0.001], [-0.003, 0.001, 0.004], [0.002, 0.003, -0.001], [0.001, 0.001, 0.002], [-0.004, -0.002, 0.006], [0.005, 0.000, 0.006], [0.002, -0.001, 0.001], [0.001, -0.001, 0.001], [0.000, 0.000, -0.001], [0.001, -0.001, 0.002], [0.001, 0.000, 0.001], [0.003, -0.001, 0.002]], "lowdin_charge": [1.196, -0.052, -0.676, -0.201, -0.111, -0.263, -0.112, -0.111, -0.284, -0.150, -0.119, -0.690, -0.018, -0.177, 0.132, 0.158, 0.105, 0.100, 0.103, 0.100, 0.139, 0.142, -0.029, -0.062, -0.155, -0.158, -0.179, -0.108, -0.081, -0.503, -0.004, 0.083, 0.086, 0.061, 0.119, 0.114, 0.119, 0.101, 0.111, 0.129, 0.075, 0.086, 0.072, -0.044, -0.248, -0.098, -0.087, -0.039, -0.229, 0.086, -0.214, -0.053, -0.124, -0.114, -0.031, -0.074, -0.727, -0.073, -0.109, -0.170, -0.027, 0.080, 0.074, 0.086, 0.095, 0.100, 0.108, 0.125, 0.100, 0.085, 0.086, 0.116, 0.077, 0.085, 0.071], "e_above_lowest_kcal_mol": 0.0, "energy_ha": -1912.0303, "homo_lumo_gap_ev": 6.79, "total_charge": -2}

***

Number 1 is which compound? C4H12O2Sn